Record 1
Entry from the Open Molecules 2025 dataset: a structure of composition C15H27BeN2O4P2 at a distorted geometry (ωB97M-V with the def2-TZVPD basis set).

CARTESIAN COORDINATES (ANGSTROEM)
Be -0.33 0.36 0.32
P -2.36 -0.27 0.04
C -2.17 -0.07 -1.75
C -0.94 0.65 -2.11
N 0.12 0.55 -1.23
C 1.38 0.77 -1.63
C 1.62 1.39 -2.85
C 0.54 1.66 -3.70
C -0.74 1.27 -3.34
C 2.50 0.41 -0.68
P 2.29 -1.18 0.21
H -1.60 1.39 -4.00
H 2.64 1.65 -3.09
H 0.71 2.17 -4.65
H 3.44 0.32 -1.25
H 2.62 1.22 0.06
H -1.99 -1.28 -2.37
H -3.08 0.32 -2.23
H -0.77 -2.66 -1.68
O -1.53 -2.25 -2.76
H -2.22 -2.78 -3.20
H 0.97 -1.68 0.40
O -0.25 -2.74 -0.72
H -0.27 -3.67 -0.44
C 2.90 -2.50 -0.83
H 3.90 -2.26 -1.22
H 2.92 -3.42 -0.23
H 2.17 -2.63 -1.63
C 3.16 -1.08 1.77
H 2.94 -1.98 2.36
H 4.25 -1.01 1.59
H 2.82 -0.20 2.35
C -3.33 1.04 0.85
H -4.35 1.06 0.44
H -3.38 0.83 1.93
H -2.85 2.02 0.70
C -3.10 -1.85 0.45
H -3.16 -1.94 1.55
H -4.11 -1.90 0.02
H -2.46 -2.65 0.05
O 0.84 3.15 0.66
C 0.43 2.54 1.64
C 0.27 3.05 3.06
C -0.10 1.84 3.89
C -0.20 0.69 2.91
O -0.45 -0.49 3.15
N 0.06 1.19 1.65
H 1.20 3.52 3.38
H -0.52 3.81 3.07
H 0.65 1.62 4.66
H -1.07 1.98 4.40

Output
LUMO energy, eV: -2.94
HOMO, eV: -10.72
HOMO-LUMO gap, eV: 7.7806
Net charge: +1

Record 2
Entry from the Open Molecules 2025 dataset: a cluster of 3 separate species, CH5N3O in total at a distorted geometry (ωB97M-V with the def2-TZVPD basis set).

CARTESIAN COORDINATES (ANGSTROEM)
N -0.62 -0.30 -0.24
C 0.44 -0.19 0.75
N -1.50 -1.15 -0.08
N 1.11 0.97 0.63
O 0.62 -1.06 1.57
H -0.74 0.32 -1.75
H -1.21 -1.87 0.62
H -0.87 0.49 -2.65
H 1.93 1.13 1.19
H 0.82 1.66 -0.04

Output
LUMO energy, eV: -0.68
Energy above the lowest of the compared OMol25 structures with the same formula, charge and spin, kJ/mol: 243.6
HOMO, eV: -9.47
HOMO-LUMO gap, eV: 8.7934
Net charge: 0